[1]
Density functional theory data (ωB97M-V with the def2-TZVPD basis set) for a structure of composition C8H23AgCl2NO5.

Calculated values
lowest unoccupied orbital energy (alpha / beta): -2.47 / -7.67 eV
total energy: -49429.541 eV
HOMO energy (alpha / beta): -12.82 / -12.82 eV
spin multiplicity: 3
orbital gap (alpha / beta): 10.36 / 5.14 eV
charge: +1

XYZ file:
```
40
C8H23AgCl2NO5 (ωB97M-V with the def2-TZVPD basis set)
Ag -0.230 -0.699 0.727
Cl -0.726 0.243 3.228
Cl -0.420 -1.732 -1.753
C -0.402 2.434 -0.828
C 1.012 1.832 -1.109
C 2.144 2.865 -0.993
O 3.311 2.175 -1.487
C 4.575 2.899 -1.563
N 1.248 0.858 -0.074
H -1.173 1.690 -1.030
H -0.352 3.372 -1.382
H -0.457 2.612 0.246
H 0.881 1.381 -2.093
H 2.357 3.339 -0.035
H 1.832 3.645 -1.689
H 4.787 3.639 -0.791
H 4.644 3.425 -2.515
H 5.373 2.164 -1.458
H 1.988 0.259 -0.412
H 1.835 1.450 0.496
C 0.347 -3.558 1.810
C 1.525 -3.286 0.882
O 1.872 -1.894 0.917
O -0.751 -2.848 1.323
H 0.530 -3.280 2.848
H -0.018 -4.585 1.804
H 1.298 -3.582 -0.142
H 2.355 -3.726 1.435
H 2.790 -1.755 0.672
H -1.335 -3.488 0.910
C -4.579 -0.592 -0.347
C -3.457 -1.240 0.392
O -2.618 -0.129 0.620
O -5.275 0.433 0.331
H -5.267 -1.303 -0.806
H -4.090 -0.092 -1.183
H -2.940 -1.940 -0.265
H -3.763 -1.782 1.287
H -3.309 0.515 0.789
H -5.542 0.279 1.240
```



[2]
Density functional theory data (ωB97M-V with the def2-TZVPD basis set) for the molecule C8H23B2N3O4Si.

Calculated values
lowest unoccupied orbital energy: 0.21 eV
total energy: -30564.681 eV
HOMO energy: -8.96 eV
orbital gap: 9.17 eV
charge: 0

XYZ file:
```
41
C8H23B2N3O4Si (ωB97M-V with the def2-TZVPD basis set)
C -1.610 1.024 4.224
C -1.871 2.403 3.671
O -1.980 3.314 4.372
N -1.993 2.592 2.247
C -3.370 2.215 1.897
C -1.021 1.748 1.523
C -0.829 2.262 0.111
C -0.058 1.305 -0.859
C 0.647 0.120 -0.188
Si 1.716 -0.911 -1.392
N 3.205 0.005 -1.635
C 1.972 -2.596 -0.583
B 2.477 -3.738 -1.556
O 2.723 -4.983 -1.039
O 2.729 -3.566 -2.893
B 0.714 -0.972 -3.117
N -0.187 -2.042 -3.514
O 0.907 0.076 -4.015
H -2.064 0.272 3.589
H -2.051 0.954 5.204
H -0.551 0.855 4.350
H -3.679 1.303 2.417
H -4.055 2.982 2.226
H -3.499 2.071 0.835
H -0.082 1.856 2.054
H -1.327 0.702 1.574
H -1.807 2.452 -0.313
H -0.329 3.217 0.170
H 0.718 1.908 -1.308
H -0.779 0.988 -1.599
H -0.096 -0.535 0.261
H 1.260 0.480 0.631
H 3.199 0.793 -0.998
H 4.051 -0.512 -1.417
H 1.080 -2.935 -0.065
H 2.728 -2.477 0.196
H 2.370 -5.007 -0.141
H 2.157 -4.181 -3.373
H -0.476 -1.890 -4.477
H -1.014 -2.102 -2.932
H 0.075 0.549 -4.137
```



[3]
Density functional theory data (ωB97M-V with the def2-TZVPD basis set) for a structure of composition C8H23BF4N5O4Zn.

Calculated values
lowest unoccupied orbital energy: -9.69 eV
total energy: -84265.498 eV
HOMO energy: -12.49 eV
energy above the lowest of the compared OMol25 structures with the same formula, charge and spin: 273.6 kcal per mole
orbital gap: 2.80 eV
charge: +1

XYZ file:
```
46
C8H23BF4N5O4Zn (ωB97M-V with the def2-TZVPD basis set)
Zn -0.140 -0.270 1.265
B 0.195 -4.028 2.975
F 0.606 -5.286 2.598
F -0.137 -3.962 4.306
F 1.071 -2.997 2.704
F -0.901 -3.576 2.260
C -1.585 1.313 6.496
O -1.191 1.156 5.348
N -1.723 0.346 7.329
N -1.782 2.504 7.051
H -2.212 0.522 8.194
H -1.342 -0.520 6.974
H -1.781 3.297 6.425
H -1.961 2.554 8.044
C -5.251 1.987 0.478
O -4.192 1.385 0.516
N -5.331 3.292 0.546
N -6.434 1.485 0.469
H -6.228 3.713 0.739
H -4.484 3.841 0.589
H -6.594 0.504 0.650
H -7.170 2.174 0.414
C 1.730 -2.005 -6.672
O 1.395 -1.744 -5.304
C 2.565 -1.706 -4.458
C 2.142 -1.638 -2.943
N 1.158 -0.567 -2.522
C 1.675 0.765 -2.870
C 2.837 1.228 -1.969
O 2.563 0.849 -0.625
C 3.794 1.147 0.072
H 0.784 -1.943 -7.210
H 2.067 -3.031 -6.821
H 2.420 -1.283 -7.109
H 3.225 -0.884 -4.734
H 3.126 -2.625 -4.631
H 3.010 -1.673 -2.284
H 1.718 -2.629 -2.778
H 0.406 -0.597 -3.195
H 0.883 1.478 -2.638
H 1.854 0.836 -3.943
H 3.060 2.264 -2.222
H 3.723 0.718 -2.348
H 3.740 0.897 1.132
H 4.097 2.193 0.014
H 4.596 0.516 -0.310
```



[4]
Density functional theory data (ωB97M-V with the def2-TZVPD basis set) for a cluster of 3 separate species, C8H23BO12S3 in total.

Calculated values
lowest unoccupied orbital energy: 0.39 eV
total energy: -66422.351 eV
HOMO energy: -10.24 eV
orbital gap: 10.63 eV
charge: 0

XYZ file:
```
47
C8H23BO12S3 (ωB97M-V with the def2-TZVPD basis set)
O 6.328 1.088 2.700
S 6.149 1.211 1.237
O 4.516 1.524 1.006
C 4.047 2.538 1.919
C 2.550 2.918 1.624
O 2.326 4.164 2.303
O 6.801 2.652 0.689
B 7.902 3.121 1.453
O 8.013 4.533 1.600
O 8.901 2.326 2.014
H 4.058 2.190 2.973
H 4.660 3.460 1.844
H 1.903 2.184 2.140
H 2.351 2.985 0.547
H 2.487 3.975 3.227
H 7.936 4.861 0.699
H 9.053 2.697 2.887
O 1.135 0.056 0.818
S 1.323 -1.063 -0.065
O 0.941 -0.997 -1.447
O 0.657 -2.368 0.599
C -0.712 -2.290 1.020
C -1.673 -2.428 -0.145
C 3.004 -1.597 0.038
H -0.891 -1.365 1.572
H -0.865 -3.115 1.717
H -1.612 -1.565 -0.809
H -2.700 -2.507 0.212
H -1.434 -3.311 -0.740
H 3.274 -1.707 1.085
H 3.621 -0.834 -0.432
H 3.104 -2.541 -0.493
O -7.490 -0.243 -0.808
S -6.503 -1.249 -1.083
O -5.099 -0.958 -1.014
O -6.825 -1.921 -2.509
C -6.986 -1.057 -3.641
C -5.651 -0.591 -4.192
C -6.839 -2.672 -0.092
H -7.626 -0.208 -3.388
H -7.508 -1.640 -4.400
H -5.148 0.076 -3.492
H -5.791 -0.055 -5.131
H -4.987 -1.440 -4.364
H -7.890 -2.931 -0.195
H -6.613 -2.415 0.941
H -6.201 -3.489 -0.423
```



[5]
Density functional theory data (ωB97M-V with the def2-TZVPD basis set) for a structure of composition C8H23ClI2NO2P2Sm.

Calculated values
lowest unoccupied orbital energy (alpha / beta): -7.36 / -6.28 eV
total energy: -79448.482 eV
HOMO energy (alpha / beta): -13.66 / -13.66 eV
spin multiplicity: 6
energy above the lowest of the compared OMol25 structures with the same formula, charge and spin: 4.0 kcal per mole
orbital gap (alpha / beta): 6.30 / 7.39 eV
charge: +2

XYZ file:
```
40
C8H23ClI2NO2P2Sm (ωB97M-V with the def2-TZVPD basis set)
I 3.093 4.986 1.867
I 5.098 3.599 0.678
Sm -0.052 0.348 0.175
P 0.534 -1.389 2.336
C 1.697 -0.619 3.516
C -1.018 -1.568 3.271
H -0.891 -2.228 4.134
H 1.190 -3.698 2.933
H -1.797 -1.970 2.609
H 0.397 -3.554 1.318
H 1.327 0.388 3.759
H -1.363 -0.582 3.619
C 1.104 -3.086 2.025
H 1.828 -1.198 4.435
H 2.082 -3.032 1.517
H 2.662 -0.498 3.006
P -0.608 1.115 -2.473
C 0.188 2.708 -2.877
C -0.290 -0.038 -3.836
H -2.945 0.558 -2.235
H -2.704 1.763 -3.546
H -2.653 2.241 -1.817
C -2.394 1.457 -2.543
H -0.768 -1.001 -3.583
H -0.651 0.317 -4.808
H -0.121 3.115 -3.842
H 1.275 2.554 -2.865
H 0.797 -0.221 -3.884
H -0.048 3.427 -2.077
Cl -0.881 -1.850 -0.718
N -4.609 0.968 2.968
C -3.857 1.981 2.147
C -3.098 1.065 1.216
O -3.643 0.009 0.910
O -1.867 1.361 0.890
H -5.057 0.297 2.294
H -5.310 1.318 3.616
H -3.921 0.469 3.528
H -4.629 2.570 1.668
H -3.261 2.623 2.798
```



[6]
Density functional theory data (ωB97M-V with the def2-TZVPD basis set) for a cluster of 4 separate species, C8H23ClNO5 in total.

Calculated values
lowest unoccupied orbital energy: 2.63 eV
total energy: -32917.991 eV
HOMO energy: -3.78 eV
energy above the lowest of the compared OMol25 structures with the same formula, charge and spin: 45.7 kcal per mole
orbital gap: 6.41 eV
charge: -1

XYZ file:
```
38
C8H23ClNO5 (ωB97M-V with the def2-TZVPD basis set)
Cl 0.752 2.340 -0.605
C -2.415 1.073 4.222
C -2.705 -0.069 3.177
C -3.608 -1.239 3.619
O -2.816 -1.932 4.620
C -3.602 -2.892 5.355
N -3.325 0.553 2.066
H -3.265 1.434 4.801
H -1.950 1.911 3.702
H -1.740 0.700 4.992
H -1.904 -0.623 2.688
H -3.901 -1.871 2.780
H -4.515 -0.813 4.047
H -3.934 -3.759 4.784
H -4.437 -2.415 5.869
H -3.053 -3.319 6.194
H -3.529 -0.115 1.337
H -2.542 0.991 1.602
C 3.973 -1.657 1.421
C 3.783 -1.853 -0.083
O 4.885 -2.534 -0.651
O 2.698 -1.174 1.905
H 4.808 -0.990 1.637
H 4.254 -2.630 1.824
H 3.576 -0.961 -0.673
H 2.962 -2.550 -0.257
H 4.916 -3.453 -0.377
H 2.529 -0.278 1.604
C 1.832 3.177 -7.719
C 0.992 2.162 -6.994
O 1.036 2.389 -5.614
O 1.503 4.446 -7.286
H 1.734 3.164 -8.805
H 2.886 2.950 -7.561
H 1.455 1.201 -7.218
H -0.051 2.026 -7.280
H 0.885 1.549 -5.175
H 1.835 5.059 -7.946
```